No. 1
Density functional theory data (wB97M-V/def2-TZVPD) for a molecular structure, C10H9NO2.

## Properties
HOMO level ... -9.183 eV
LUMO energy ... 0.2 eV
Spin multiplicity ... 1
HOMO-LUMO gap ... 9.4 eV

Geometry (Å):
C 0.31 1.93 0.68
C 0.62 0.52 0.13
C 1.98 0.59 -0.30
C 2.66 -0.64 -0.60
C 2.01 -1.76 -0.05
C 0.68 -1.79 0.59
C -0.01 -0.53 0.75
C -2.31 -1.38 0.46
C -3.04 -0.50 -0.49
C -2.91 0.54 -1.21
H 0.42 2.66 -1.27
H -0.51 3.64 -0.29
H 2.17 1.66 -0.64
H 3.61 -0.99 -1.01
H 2.47 -2.90 -0.09
H 0.25 -2.82 0.95
H -3.14 -2.05 1.26
H -1.41 -2.24 -0.08
H -2.85 1.76 -1.68
N 0.10 2.80 -0.35
O 0.11 2.15 1.96
O -1.21 -0.66 1.30

---

No. 2
Density functional theory data (wB97M-V/def2-TZVPD) for a molecular structure, C18H36GaIN2O3.

## Properties
HOMO level ... -7.520 eV
LUMO energy ... -0.7 eV
Spin multiplicity ... 1
HOMO-LUMO gap ... 6.9 eV

Geometry (Å):
N 0.57 0.22 6.29
C 0.18 0.68 5.14
O -0.20 1.33 3.88
Ga -1.57 0.29 2.97
C -0.49 -1.02 1.73
C -1.35 -2.35 1.30
C -1.93 -3.19 2.58
I -0.42 -3.70 4.10
C -2.71 1.66 1.93
C -4.34 1.46 2.07
C -4.84 0.66 3.40
C -5.13 -0.90 2.94
O -6.61 -0.99 2.75
C -7.28 -1.37 4.00
O -7.72 -2.66 4.08
H -2.42 -0.57 4.05
H -0.18 -0.38 0.78
H 0.49 -1.30 2.32
H -0.65 -3.05 0.64
H -2.26 -1.98 0.64
H -2.74 -2.52 3.14
H -2.50 -4.15 2.22
H -2.37 2.74 2.20
H -2.46 1.50 0.77
H -4.78 0.99 1.06
H -4.80 2.55 2.13
H -5.88 1.14 3.71
H -4.15 0.77 4.34
H -4.63 -1.06 1.87
H -4.73 -1.71 3.68
H -7.47 -0.67 4.92
C 5.91 0.85 -4.34
C 4.64 0.12 -4.75
C 3.34 0.94 -4.62
C 3.14 1.79 -3.36
N 2.70 1.09 -2.06
C 1.19 0.84 -2.00
C 1.00 -0.53 -2.61
C 2.30 -1.28 -2.37
C 3.28 -0.29 -1.78
C 3.09 2.04 -0.91
H 5.89 1.13 -3.28
H 6.77 0.20 -4.49
H 6.05 1.75 -4.94
H 4.56 -0.82 -4.19
H 4.74 -0.18 -5.80
H 2.48 0.29 -4.81
H 3.35 1.65 -5.46
H 2.37 2.54 -3.57
H 4.06 2.35 -3.14
H 0.89 0.82 -0.95
H 0.66 1.64 -2.52
H 0.79 -0.45 -3.69
H 0.14 -1.05 -2.17
H 2.66 -1.72 -3.31
H 2.14 -2.12 -1.69
H 4.31 -0.35 -2.15
H 3.31 -0.43 -0.69
H 2.61 3.00 -1.09
H 4.18 2.14 -0.91
H 2.75 1.61 0.04

---

No. 3
Density functional theory data (wB97M-V/def2-TZVPD) for a molecular structure, C20H24CuN4OSTe.

## Properties
HOMO level (spin up / spin down) ... -5.554 / -5.246 eV
LUMO energy (spin up / spin down) ... 0.3 / 0.3 eV
<S²> ... 0.754
Spin multiplicity ... 2
HOMO-LUMO gap (spin up / spin down) ... 5.9 / 5.6 eV

Geometry (Å):
Cu 0.13 -0.01 -0.72
C 0.67 -2.40 1.09
N 1.39 -1.14 0.97
C 2.68 -1.22 0.34
C 2.59 -1.57 -1.13
C 3.51 -2.42 -1.72
C 3.41 -2.69 -3.08
C 2.39 -2.09 -3.80
C 1.51 -1.26 -3.14
N 1.61 -1.00 -1.83
C 1.32 -0.28 2.13
C 1.03 1.18 1.82
C 1.22 2.11 2.84
C 1.25 3.45 2.54
C 1.03 3.85 1.23
C 0.81 2.87 0.28
N 0.82 1.56 0.56
C -0.82 -2.17 1.15
C -1.61 -2.80 2.09
C -2.98 -2.56 2.09
C -3.50 -1.70 1.15
C -2.64 -1.10 0.25
N -1.33 -1.33 0.24
H 0.99 -2.99 1.96
H 0.89 -2.99 0.19
H 3.36 -1.93 0.84
H 3.14 -0.23 0.42
H 4.28 -2.88 -1.12
H 4.12 -3.35 -3.56
H 2.27 -2.27 -4.86
H 0.69 -0.78 -3.65
H 2.27 -0.29 2.68
H 0.55 -0.63 2.82
H 1.46 1.75 3.84
H 1.43 4.18 3.31
H 1.03 4.89 0.94
H 0.63 3.13 -0.75
H -1.16 -3.46 2.82
H -3.62 -3.02 2.83
H -4.56 -1.46 1.12
H -2.99 -0.41 -0.51
Te -1.86 1.40 3.29
C -2.66 2.50 -0.44
S -1.74 2.23 -1.95
C -3.05 2.67 -3.09
O -1.57 0.74 -2.11
H -2.82 3.57 -0.32
H -2.09 2.12 0.42
H -3.61 1.97 -0.51
H -3.34 3.70 -2.92
H -3.89 1.99 -2.93
H -2.66 2.56 -4.10

---

No. 4
Density functional theory data (wB97M-V/def2-TZVPD) for C6H10O2 in the gas phase.

## Properties
HOMO level ... -8.665 eV
SMILES ... C/C=C(\O)[C@@H](C)C=O
LUMO energy ... 0.7 eV
Spin multiplicity ... 1
HOMO-LUMO gap ... 9.4 eV

Geometry (Å):
C 1.99 -0.27 -1.56
C 0.69 0.05 -0.86
C 0.44 -0.28 0.42
O 1.16 -1.22 1.10
C -0.89 -0.03 1.04
C -1.29 1.44 1.15
C -1.76 -0.77 -0.07
O -2.62 -0.23 -0.71
H 2.86 -0.07 -0.93
H 2.08 0.35 -2.45
H 2.03 -1.32 -1.86
H 0.09 0.82 -1.32
H 1.95 -1.45 0.60
H -0.94 -0.56 1.99
H -1.26 1.93 0.18
H -0.62 1.96 1.82
H -2.31 1.51 1.51
H -1.60 -1.86 -0.05

---

No. 5
Density functional theory data (wB97M-V/def2-TZVPD) for C19H19ClN2O4 in the gas phase.

## Properties
HOMO level ... -8.490 eV
SMILES ... O=C(NC[C@@H]1CCCO1)[C@H](C(=O)c1ccccc1)n1cc(Cl)ccc1=O
LUMO energy ... 0.1 eV
Spin multiplicity ... 1
HOMO-LUMO gap ... 8.6 eV

Geometry (Å):
O -1.18 0.04 -1.78
C -0.63 -0.10 -0.71
N 0.22 -1.08 -0.39
C 0.74 -1.98 -1.40
C 2.25 -2.19 -1.22
C 2.62 -3.07 -0.02
C 3.98 -2.51 0.37
C 3.78 -1.02 0.09
O 2.91 -0.95 -1.04
C -0.83 0.88 0.48
C -2.16 1.63 0.42
O -2.22 2.83 0.52
C -3.36 0.78 0.25
C -4.52 1.41 -0.19
C -5.68 0.69 -0.41
C -5.68 -0.68 -0.18
C -4.54 -1.31 0.28
C -3.38 -0.59 0.49
N 0.32 1.76 0.52
C 0.40 2.83 -0.30
C 1.47 3.67 -0.24
Cl 1.56 5.03 -1.29
C 2.51 3.41 0.68
C 2.44 2.30 1.46
C 1.35 1.38 1.38
O 1.27 0.31 1.98
H 0.73 -1.02 0.49
H 0.24 -2.95 -1.34
H 0.53 -1.54 -2.37
H 2.63 -2.65 -2.15
H 2.64 -4.13 -0.27
H 1.90 -2.92 0.79
H 4.24 -2.69 1.41
H 4.76 -2.92 -0.27
H 4.70 -0.50 -0.17
H 3.31 -0.53 0.95
H -0.80 0.31 1.42
H -4.50 2.48 -0.37
H -6.57 1.18 -0.76
H -6.58 -1.25 -0.34
H -4.55 -2.37 0.46
H -2.50 -1.10 0.85
H -0.41 2.98 -1.00
H 3.34 4.09 0.75
H 3.22 2.06 2.16

---

No. 6
Density functional theory data (wB97M-V/def2-TZVPD) for C4H6O2 in the gas phase.

## Properties
HOMO level ... -9.148 eV
LUMO energy ... 0.2 eV
Spin multiplicity ... 1
HOMO-LUMO gap ... 9.3 eV

Geometry (Å):
O 1.39 -0.90 0.74
C 0.59 -0.88 -0.42
C -0.81 -0.51 0.03
C -0.91 0.97 0.17
O -1.80 1.67 0.69
C -0.21 2.05 -0.31
H 2.31 -1.09 0.49
H 0.60 -1.84 -0.95
H -1.05 -0.99 0.99
H -1.57 -0.84 -0.70
H 0.94 -0.11 -1.13
H 0.51 2.48 0.39

---

No. 7
Density functional theory data (wB97M-V/def2-TZVPD) for 6 unconnected molecules or ions with the total composition C47H105N5O.

## Properties
HOMO level ... -13.790 eV
LUMO energy ... -8.0 eV
Spin multiplicity ... 1
HOMO-LUMO gap ... 5.8 eV
Total charge ... +4

Geometry (Å):
C 8.61 32.44 4.32
C 9.22 31.05 4.38
O 9.93 30.55 5.54
H 9.42 33.11 4.57
H 7.66 32.50 4.85
H 8.38 32.80 3.32
H 9.91 31.02 3.54
H 8.44 30.31 4.18
C 10.40 31.07 0.39
C 11.84 31.21 0.68
C 12.26 31.59 2.08
N 13.74 31.58 2.51
C 13.88 32.27 3.91
C 13.89 33.83 3.78
C 14.86 34.34 2.66
C 14.47 33.60 1.30
C 14.74 32.08 1.50
C 14.15 30.10 2.69
H 9.94 31.95 0.85
H 10.03 30.18 0.90
H 10.14 31.00 -0.66
H 12.25 32.02 0.08
H 12.43 30.40 0.26
H 11.75 30.96 2.82
H 11.87 32.60 2.22
H 13.33 31.80 4.73
H 14.94 32.10 4.09
H 12.86 34.13 3.60
H 14.16 34.26 4.74
H 14.75 35.41 2.51
H 15.87 34.16 3.02
H 13.44 33.83 1.03
H 14.97 33.95 0.39
H 14.60 31.60 0.53
H 15.75 31.91 1.89
H 13.77 29.66 1.76
H 13.55 29.85 3.57
H 15.23 30.09 2.78
C 10.67 27.29 3.64
C 10.63 26.57 5.04
C 9.37 26.95 5.79
N 9.38 26.75 7.38
C 10.20 27.89 8.06
C 10.09 28.07 9.64
C 8.65 28.02 10.19
C 7.81 27.00 9.43
C 7.92 26.98 7.91
C 9.96 25.44 7.82
H 10.51 26.58 2.82
H 11.61 27.80 3.40
H 9.92 28.07 3.53
H 11.50 27.03 5.52
H 10.82 25.50 4.95
H 8.53 26.32 5.50
H 9.16 27.97 5.49
H 9.92 28.79 7.51
H 11.26 27.91 7.84
H 10.69 28.89 10.02
H 10.63 27.22 10.06
H 8.15 28.99 10.10
H 8.79 27.95 11.26
H 6.77 27.20 9.68
H 8.08 26.00 9.79
H 7.57 27.93 7.51
H 7.26 26.16 7.62
H 10.91 25.52 7.28
H 9.24 24.63 7.65
H 10.31 25.59 8.84
C 4.70 29.49 5.89
C 4.76 30.58 4.85
C 3.76 31.75 5.13
N 3.68 32.73 3.95
C 3.12 31.93 2.68
C 2.68 32.85 1.52
C 1.84 34.06 1.89
C 2.35 34.90 3.09
C 2.73 33.91 4.30
C 5.12 33.27 3.56
H 5.06 29.91 6.83
H 5.36 28.67 5.60
H 3.68 29.11 5.97
H 4.66 30.13 3.87
H 5.80 30.93 4.83
H 4.05 32.44 5.93
H 2.77 31.29 5.23
H 2.26 31.36 3.03
H 3.84 31.14 2.47
H 2.07 32.26 0.84
H 3.45 33.27 0.87
H 0.86 33.60 1.97
H 1.85 34.70 1.00
H 1.71 35.70 3.44
H 3.27 35.46 2.92
H 1.80 33.58 4.77
H 3.08 34.44 5.18
H 5.77 32.45 3.27
H 5.53 33.73 4.46
H 4.98 33.88 2.66
C 12.07 38.06 10.22
C 10.60 37.64 9.98
C 9.92 38.29 8.76
N 8.47 37.69 8.58
C 8.38 36.15 8.43
C 8.83 35.67 7.04
C 8.27 36.38 5.80
C 8.37 37.92 6.04
C 7.79 38.36 7.38
C 7.64 38.13 9.83
H 12.73 37.73 9.42
H 12.34 37.57 11.16
H 12.13 39.14 10.36
H 10.08 37.85 10.92
H 10.59 36.55 9.87
H 10.46 38.06 7.83
H 9.80 39.36 8.97
H 8.95 35.65 9.22
H 7.38 35.83 8.69
H 9.91 35.73 6.94
H 8.72 34.61 6.81
H 8.76 36.07 4.88
H 7.24 36.04 5.66
H 9.34 38.41 6.07
H 7.92 38.48 5.21
H 7.84 39.43 7.60
H 6.71 38.25 7.53
H 6.61 37.80 9.75
H 7.58 39.22 9.75
H 8.02 37.72 10.76
C 7.12 31.19 7.60
C 6.67 31.29 9.08
C 5.80 32.53 9.32
N 5.28 32.61 10.77
C 4.23 31.47 10.98
C 3.42 31.69 12.23
C 2.72 33.07 12.35
C 3.73 34.18 12.11
C 4.56 33.95 10.87
C 6.33 32.50 11.92
H 7.20 30.16 7.26
H 8.14 31.57 7.56
H 6.62 31.80 6.85
H 7.54 31.20 9.72
H 6.15 30.40 9.43
H 4.95 32.57 8.64
H 6.35 33.42 9.03
H 3.60 31.50 10.09
H 4.66 30.47 10.96
H 2.59 30.98 12.17
H 3.95 31.49 13.16
H 2.02 33.11 11.51
H 2.09 33.25 13.21
H 3.24 35.15 12.18
H 4.38 34.24 12.99
H 3.87 34.03 10.03
H 5.27 34.77 10.73
H 6.60 31.47 11.66
H 5.80 32.54 12.87
H 6.97 33.37 11.81

---

No. 8
Density functional theory data (wB97M-V/def2-TZVPD) for C15H17N3O5 in the gas phase.

## Properties
HOMO level ... -7.854 eV
SMILES ... N[C@@H](Cc1c[nH]c2ccccc12)C(=O)N[C@@H](CC(=O)O)C(=O)O
LUMO energy ... 0.3 eV
Spin multiplicity ... 1
HOMO-LUMO gap ... 8.1 eV

Geometry (Å):
N -0.74 1.69 1.39
C -0.61 0.54 0.64
C -1.36 -0.03 -0.62
C -1.38 -1.45 -0.87
C -0.46 -2.29 -1.50
N -0.96 -3.54 -1.94
C -2.30 -3.58 -1.57
C -3.01 -4.64 -1.44
C -4.22 -4.56 -0.78
C -4.53 -3.42 0.06
C -3.63 -2.36 0.10
C -2.54 -2.35 -0.80
C 0.80 0.60 0.04
O 1.22 0.25 -1.06
N 1.45 1.24 1.03
C 2.72 1.97 0.94
C 2.41 3.46 0.54
C 1.42 3.47 -0.62
O 0.10 3.45 -0.55
O 2.21 3.52 -1.69
C 3.56 1.78 2.26
O 4.27 2.72 2.81
O 3.37 0.56 2.76
H -1.89 1.91 1.42
H -0.22 2.72 1.04
H -0.74 -0.23 1.34
H -0.98 0.53 -1.42
H -2.35 0.57 -0.56
H 0.49 -1.95 -1.97
H -0.78 -4.27 -2.68
H -2.66 -5.62 -1.81
H -4.83 -5.48 -0.40
H -5.30 -3.32 0.75
H -3.85 -1.69 0.86
H 1.03 1.65 1.98
H 3.57 1.73 0.18
H 1.84 3.85 1.51
H 3.42 3.77 0.41
H 1.65 3.33 -2.56
H 2.81 -0.01 2.11

---

No. 9
Density functional theory data (wB97M-V/def2-TZVPD) for C2H5ISi in the gas phase.

## Properties
HOMO level ... -9.431 eV
SMILES ... C=C[SiH2]I
LUMO energy ... 0.5 eV
Spin multiplicity ... 1
HOMO-LUMO gap ... 10.0 eV

Geometry (Å):
C 1.26 0.41 0.22
C 0.00 0.72 0.33
Si -1.65 -0.11 -0.96
I -3.80 0.00 0.18
H 1.92 0.99 0.87
H 1.74 -0.34 -0.37
H -0.50 1.49 0.92
H -1.33 -1.61 -0.91
H -2.22 0.37 -2.33

---

Taking the records one at a time from the top gives F_max values of 6.261; 10.678; 0.659; 2.589; 0.981; 0.436; 3.740; 8.731; 4.708 eV/Å.